Density functional theory data (the ωB97M-V functional and the def2-TZVPD basis) for 2 unconnected molecules or ions with the total composition C4H8O.

Positions of all 13 atoms, in Å:
1 O 0.172 1.022 1.840
2 C -0.653 0.034 1.458
3 C 1.345 0.212 -1.188
4 C -1.427 0.009 0.378
5 C 0.780 -0.973 -1.379
6 H 0.919 -1.795 -0.680
7 H -0.044 1.770 1.267
8 H 1.171 1.041 -1.871
9 H -0.651 -0.817 2.133
10 H 1.963 0.414 -0.317
11 H 0.119 -1.170 -2.219
12 H -1.386 0.772 -0.397
13 H -2.327 -0.414 0.786

Its frontier orbital gap is 9.67 eV. The energy comes out at -232.347583 Eh. For the highest occupied orbital energy, the calculation gives -0.3195 Eh. The SMILES is C=CO.C=C. The calculation puts the energy above the lowest of the compared OMol25 structures with the same formula, charge and spin at 2.6681 eV.